# 1
Computed, not measured: an isolated ion of composition C6H8BN2O3 and charge +1 in a non-equilibrium geometry, with wB97M-V/def2-TZVPD.

```
! RIJCOSX wB97M-V def2-TZVPD def2/J DEFGRID3
* xyz 1 1
N -2.0164 0.3961 0.4772
B -2.0725 -1.0346 0.7622
O -3.3000 -1.6762 0.7498
O -0.9419 -1.8208 1.0838
C 0.0300 -1.8522 0.1300
O 0.3843 -2.8655 -0.4070
C 0.7527 -0.5583 -0.2334
C 0.8010 -0.0430 -1.5160
C 1.4548 1.1398 -1.7206
N 2.0266 1.7677 -0.6985
C 2.0009 1.3051 0.5555
C 1.3713 0.1305 0.8214
H -2.2011 0.9564 1.3037
H -2.7077 0.6329 -0.2275
H -3.6758 -1.7281 1.6372
H 0.3078 -0.5467 -2.3417
H 1.5095 1.5692 -2.7166
H 2.4849 2.6590 -0.8567
H 2.4549 1.8548 1.3743
H 1.3365 -0.2859 1.8230
*
```

Orbital gap ... 8.623 eV
Electronic energy ... -593.38830 Eh
ΔE to the lowest compared entry with this formula, charge and spin ... 9.7 kcal per mole
LUMO level ... -4.90 eV

***

# 2
Computed, not measured: C6H8BeO6 as an isolated structure in a non-equilibrium geometry, with wB97M-V/def2-TZVPD.

```
! RIJCOSX wB97M-V def2-TZVPD def2/J DEFGRID3
* xyz 1 2
H 0.7289 0.8101 0.5556
O 2.5468 -1.1543 -0.5178
C 1.8702 -0.2250 0.0296
C 0.4495 -0.4280 0.4290
C -0.5929 -0.4772 -0.6770
C -1.8450 0.3384 -0.4138
O -2.5321 -0.1921 0.7274
C -3.7024 0.3451 1.0184
O -4.2278 1.2649 0.4382
O -4.2000 -0.2705 2.0845
H 2.3292 0.7747 0.1741
H 0.3287 -1.1744 1.2210
H -0.8712 -1.5196 -0.8868
H -0.1680 -0.0645 -1.6056
H -2.5179 0.2936 -1.2796
H -1.5987 1.3912 -0.2179
H -5.0896 0.0624 2.2583
O 3.8630 0.4198 -0.1140
C 4.1520 -0.0368 -1.1695
O 5.2151 -0.3431 -1.6413
Be 5.8623 0.1853 -0.4126
*
```

Orbital gap (alpha / beta) ... 6.213 / 6.116 eV
Electronic energy ... -699.12155 Eh
ΔE to the lowest compared entry with this formula, charge and spin ... 10.9 kcal per mole
LUMO level (alpha / beta) ... -6.87 / -6.97 eV

***

# 3
Computed, not measured: one molecule with the formula C6H8BrN in a non-equilibrium geometry, with wB97M-V/def2-TZVPD.

```
! RIJCOSX wB97M-V def2-TZVPD def2/J DEFGRID3
* xyz 0 1
C -1.6278 -1.9363 -0.0384
C 1.3806 1.5185 1.6797
C -1.7115 -0.7691 0.6998
C 1.5602 1.0768 0.4612
C 0.2042 0.3132 -0.2234
C 0.1435 0.2055 -1.7343
N -0.6631 0.1394 0.6663
Br 3.1604 1.0676 -0.4756
H -2.1269 -2.8367 0.1478
H -0.7899 -2.0133 -0.6763
H 2.0661 1.9493 2.3876
H 0.3628 1.3249 2.0016
H -2.3450 -0.6302 1.5156
H 1.1788 0.1085 -2.1891
H -0.5382 -0.5743 -1.9117
H -0.2541 1.0563 -2.3109
*
```

Orbital gap ... 8.633 eV
Electronic energy ... -2862.07750 Eh
ΔE to the lowest compared entry with this formula, charge and spin ... 45.7 kcal per mole
LUMO level ... 0.13 eV

***

# 4
Computed, not measured: an isolated ion of composition C6H8BrO2 and charge -1 in a non-equilibrium geometry, with wB97M-V/def2-TZVPD.

```
! RIJCOSX wB97M-V def2-TZVPD def2/J DEFGRID3
* xyz -1 1
C -2.6835 -0.6894 -0.6147
C -1.7945 0.4519 -0.0308
C -0.8911 1.0559 -1.1197
C -0.2853 0.2054 -0.0870
C 0.2491 -1.0637 -0.5002
C 0.5345 0.9482 1.0054
O -3.5004 -1.2205 0.1473
O -2.6329 -0.7586 -1.8752
Br -0.3006 2.8912 -1.2557
H -2.1006 1.0924 0.7051
H -1.1919 0.6726 -2.1851
H 1.3967 -1.0427 -0.8247
H -0.2993 -1.4660 -1.3941
H 0.3272 -1.8382 0.2294
H 0.8042 0.2910 1.7948
H 0.1082 1.7887 1.3727
H 1.5886 1.1468 0.7136
*
```

Orbital gap ... 7.521 eV
Electronic energy ... -2957.93521 Eh
ΔE to the lowest compared entry with this formula, charge and spin ... 9.4 kcal per mole
LUMO level ... 3.10 eV

***

# 5
Computed, not measured: one molecule with the formula C6H8ClF in a non-equilibrium geometry, with wB97M-V/def2-TZVPD.

```
! RIJCOSX wB97M-V def2-TZVPD def2/J DEFGRID3
* xyz 0 1
C 0.7986 1.7329 0.6454
C 0.2581 1.0137 -0.5213
C -0.6856 -0.1582 -0.1207
C -2.0187 -0.0227 -0.1981
C -0.0047 -1.3724 0.3160
C 1.0574 -1.9412 -0.2854
H 0.0082 2.2059 1.2564
H 1.4932 2.5160 0.2613
H 1.2441 1.0688 1.3753
H 0.9967 0.4552 -1.0931
H -0.2504 1.7094 -1.1776
H -2.4635 0.8622 -0.7156
H -0.4393 -2.0141 1.0774
H 1.5952 -1.6192 -1.1309
F 1.4746 -3.0936 0.1588
Cl -3.0639 -1.3425 0.1522
*
```

Orbital gap ... 9.638 eV
Electronic energy ... -793.42402 Eh
ΔE to the lowest compared entry with this formula, charge and spin ... 26.3 kcal per mole
LUMO level ... 0.95 eV

***

# 6
Computed, not measured: one molecule with the formula C6H8ClF2OP in a non-equilibrium geometry, with wB97M-V/def2-TZVPD.

```
! RIJCOSX wB97M-V def2-TZVPD def2/J DEFGRID3
* xyz 0 1
C -0.2187 -1.4244 -3.0273
C -0.8205 -1.1644 -1.8488
C 0.5511 -0.2553 2.3215
C -0.3279 -0.1369 1.2983
C 1.7646 0.6658 2.4182
C -1.3491 0.2164 -1.4679
O 1.2032 1.1734 -0.5670
F -1.5053 -0.7716 1.3415
F -1.3131 1.1562 -2.4221
P -0.1598 0.8851 -0.1216
Cl -1.1281 2.7547 0.6710
H 0.0939 -2.4944 -3.1524
H -0.2700 -0.5810 -3.6827
H -0.7420 -1.8110 -1.0979
H 0.4296 -1.1023 2.9959
H 1.4383 1.7416 2.1458
H 2.1887 0.6541 3.4552
H 2.4962 0.4074 1.7985
H -2.3311 0.0865 -1.0581
*
```

Orbital gap ... 9.917 eV
Electronic energy ... -1309.89728 Eh
ΔE to the lowest compared entry with this formula, charge and spin ... 0.0 kcal per mole
LUMO level ... -0.23 eV

***

# 7
Computed, not measured: one molecule with the formula C6H8ClF2OP in a non-equilibrium geometry, with wB97M-V/def2-TZVPD.

```
! RIJCOSX wB97M-V def2-TZVPD def2/J DEFGRID3
* xyz 0 1
C 1.5775 1.4928 -0.3666
C 2.4244 0.7020 0.3064
C -2.0300 0.3603 0.2991
C -0.9276 -0.1269 0.7827
C -2.5867 0.0281 -1.0019
C 1.9346 -0.7291 0.5705
O 0.3110 -1.2788 -1.6181
F -0.4419 0.3085 2.0054
F 2.8461 -1.7323 0.0725
P 0.3119 -1.0973 -0.1831
Cl -0.1221 -3.2175 0.9577
H 1.6845 2.5957 -0.2083
H 0.6387 1.2421 -0.7652
H 3.2643 1.1714 0.8791
H -2.5139 1.1533 0.7850
H -1.8662 -0.2420 -1.7747
H -3.2335 -0.7732 -0.9605
H -3.0902 1.0084 -1.4167
H 1.8192 -0.8655 1.6367
*
```

Orbital gap ... 9.992 eV
Electronic energy ... -1309.87835 Eh
ΔE to the lowest compared entry with this formula, charge and spin ... 11.9 kcal per mole
LUMO level ... -0.46 eV

***

# 8
Computed, not measured: one molecule with the formula C6H8ClNOS in a non-equilibrium geometry, with wB97M-V/def2-TZVPD.

```
! RIJCOSX wB97M-V def2-TZVPD def2/J DEFGRID3
* xyz 0 1
C 1.3364 -1.2767 -0.1546
C 0.8944 -1.0112 -1.4866
C 0.9747 -0.7258 1.0330
C 0.6300 0.2499 -1.8970
C -0.2504 1.3140 0.5078
C -1.0641 -0.1633 2.2333
N -0.0320 0.2028 1.2301
O -1.5681 0.3466 -3.0171
S -0.2199 0.8320 -3.2832
Cl -0.0794 2.7989 -2.5289
H 2.1490 -1.9522 0.1432
H 0.8135 -1.6938 -2.2580
H 1.3970 -1.2438 1.8936
H 0.2195 1.0759 -0.4901
H -1.1583 1.8524 0.6252
H -1.3524 0.7127 2.8987
H -2.0820 -0.3400 1.6731
H -0.6079 -0.9783 2.8775
*
```

Orbital gap (alpha / beta) ... 6.193 / 6.201 eV
Electronic energy ... -1221.55557 Eh
ΔE to the lowest compared entry with this formula, charge and spin ... 150.0 kcal per mole
LUMO level (alpha / beta) ... -0.92 / -0.92 eV

***

# 9
Computed, not measured: C6H8CsLiO6 as an isolated structure in a non-equilibrium geometry, with wB97M-V/def2-TZVPD.

```
! RIJCOSX wB97M-V def2-TZVPD def2/J DEFGRID3
* xyz 0 1
O -0.6496 0.8811 2.5882
C -0.6945 1.6753 -1.5440
C -0.8065 1.0627 1.3408
O -1.7220 1.2260 -2.0685
O -0.9619 2.5594 -0.5603
C -0.4326 2.4091 0.7455
H -1.7100 0.6139 0.8753
H 1.5258 0.6915 -0.5811
H 0.6630 2.4616 0.6797
H -0.8494 3.2170 1.3628
Cs 0.0483 -2.0294 5.0857
Li -1.3485 1.7741 -3.7971
O -0.1779 -2.3291 -0.4843
C 0.2149 -2.6244 0.7783
C 0.7299 -1.6763 -1.3562
O -0.7065 -3.0018 1.5400
O 1.3545 -2.3038 1.1883
C 1.1385 -0.2726 -0.9301
H 0.2489 -1.6700 -2.3406
H 1.6325 -2.2973 -1.4376
H 2.1783 -0.3202 -1.3195
H 0.3247 -0.0469 0.2346
*
```

Orbital gap (alpha / beta) ... 5.405 / 4.988 eV
Electronic energy ... -712.22869 Eh
ΔE to the lowest compared entry with this formula, charge and spin ... 206.0 kcal per mole
LUMO level (alpha / beta) ... -0.72 / -0.76 eV

***

# 10
Computed, not measured: one molecule with the formula C6H8FN in a non-equilibrium geometry, with wB97M-V/def2-TZVPD.

```
! RIJCOSX wB97M-V def2-TZVPD def2/J DEFGRID3
* xyz 0 1
C -0.2505 1.5827 -0.5686
C -0.5120 0.1067 0.0033
C -1.8325 -0.2772 0.0669
C -3.0167 -0.3834 0.3730
C 0.7365 -0.9174 -0.1533
C 0.4856 -0.2656 1.1283
H -0.8275 1.4898 -1.6427
H 0.7767 1.9035 -0.5561
H -0.9620 2.2055 0.0025
H -3.9069 -0.8806 0.3828
H 0.5488 -2.0319 -0.3600
H 2.3866 -1.3569 -1.4347
H 2.8002 -0.4773 0.1396
H 0.2176 -0.9430 1.8571
N 2.0318 -0.4412 -0.6469
F 1.3244 0.6863 1.4089
*
```

Orbital gap ... 9.440 eV
Electronic energy ... -387.84731 Eh
ΔE to the lowest compared entry with this formula, charge and spin ... 119.8 kcal per mole
LUMO level ... 0.68 eV

***

# 11
Computed, not measured: one molecule with the formula C6H8FNO2 in a non-equilibrium geometry, with wB97M-V/def2-TZVPD.

```
! RIJCOSX wB97M-V def2-TZVPD def2/J DEFGRID3
* xyz 0 1
C -1.5859 0.8072 -0.4094
C 0.4119 0.2761 -1.6839
C -0.6602 0.5640 0.7623
C 0.7928 -0.6162 -0.5437
C -1.3037 -0.2137 1.8608
C 2.2361 -0.7236 -0.0143
N -0.8184 0.8930 -1.5743
O -2.7279 1.1121 -0.3578
O 1.1530 0.4328 -2.6345
F 0.1708 -1.8234 -0.4144
H 0.0911 1.3037 0.8768
H -2.4446 -0.0895 1.5964
H -1.0001 0.2436 2.7168
H -0.8495 -1.1676 1.8413
H 2.5344 0.0302 0.6776
H 2.9436 -0.6879 -0.9100
H 2.2494 -1.6061 0.5576
H -1.1928 1.2651 -2.3473
*
```

Orbital gap (alpha / beta) ... 8.930 / 8.931 eV
Electronic energy ... -538.44662 Eh
ΔE to the lowest compared entry with this formula, charge and spin ... 55.1 kcal per mole
LUMO level (alpha / beta) ... 0.11 / 0.12 eV

***

# 12
Computed, not measured: C6H8GaN2O5 as an isolated structure in a non-equilibrium geometry, with wB97M-V/def2-TZVPD.

```
! RIJCOSX wB97M-V def2-TZVPD def2/J DEFGRID3
* xyz 3 1
Ga -0.0503 -0.0364 -1.4698
O -0.0679 3.0461 -1.2466
C -0.0627 1.8935 -1.3413
C -0.0521 -1.9771 -1.4134
O -0.0501 -3.1373 -1.3496
C 1.8816 -0.0361 -1.3733
O 3.0346 -0.0359 -1.2931
C -1.9925 -0.0463 -1.4566
O -3.1541 -0.0502 -1.4187
H -0.0551 0.3162 -5.8776
H -0.0533 -0.3955 -5.8899
C -1.0827 -1.0017 2.8827
N 0.0039 -0.0309 2.6992
C 0.4522 0.3918 1.5233
N 1.4370 1.3166 1.4018
O -0.1377 -0.1536 0.5122
H -1.4868 -1.3565 1.9375
H -1.8831 -0.5255 3.4549
H -0.6993 -1.8543 3.4511
H 0.4241 0.3537 3.5181
H 1.7685 1.6456 0.5075
H 1.8259 1.6737 2.2416
*
```

Orbital gap ... 5.776 eV
Electronic energy ... -2642.59312 Eh
LUMO level ... -15.39 eV